(1)
The ion C7H6N3S2 with charge +1 in a non-equilibrium geometry, computed with ωB97M-V with the def2-TZVPD basis set.

Last column: Löwdin charge in e.
Element x y z (Å)
C1 -2.029 1.626 0.070  -0.025
C2 -2.955 0.576 0.054  -0.074
C3 -0.704 1.198 0.038  -0.024
C4 -2.757 -0.794 -0.104  -0.031
C5 -0.471 -0.133 -0.163  -0.098
C6 -1.366 -1.157 -0.128  -0.462
C7 3.333 -0.221 -0.133  -0.501
N1 0.938 -2.169 -0.393  -0.196
N2 2.044 -0.079 -0.266  -0.042
N3 1.035 -0.888 -0.344  -0.154
S1 -0.632 -2.728 -0.345  1.128
S2 4.181 1.256 -0.276  0.899
H1 -2.293 2.705 0.401  0.163
H2 -3.978 0.870 0.335  0.125
H3 0.125 1.860 0.230  0.121
H4 -3.488 -1.609 0.095  0.136
H5 3.892 -1.117 0.374  0.135
H6 5.126 0.803 0.554  -0.099

Results
**E_LUMO (spin up / spin down)**: -5.5 / -5.5 eV
**DFT total energy**: -33486.184 eV
**Charge**: +1
**Energy relative to the best compared isomer or geometry (same formula, charge and spin)**: 0.0 kcal per mole
**Gap between HOMO and LUMO (spin up / spin down)**: 0.2706 / 0.2707 Eh
**HOMO level (spin up / spin down)**: -12.87 / -12.87 eV

---

(2)
An isolated molecule of C7H6N4 in a non-equilibrium geometry, computed with ωB97M-V with the def2-TZVPD basis set.

Last column: Löwdin charge in e.
Element x y z (Å)
C1 1.185 0.677 1.755  -0.017
C2 1.064 0.009 0.403  -0.403
N1 2.020 -0.652 -0.137  0.092
C3 1.650 -1.127 -1.318  -0.139
C4 0.353 -0.793 -1.489  -0.070
N2 -0.022 -0.034 -0.402  -0.018
C5 -1.375 0.479 0.050  -0.199
C6 -2.084 0.830 -1.179  -0.164
N3 -2.675 1.067 -2.130  0.203
C7 -1.980 -0.649 0.692  -0.184
N4 -2.420 -1.590 1.118  0.214
H1 0.535 0.319 2.598  0.083
H2 2.245 0.885 2.094  0.097
H3 0.758 1.777 1.526  0.106
H4 2.235 -1.725 -1.995  0.106
H5 -0.309 -0.840 -2.345  0.116
H6 -1.181 1.367 0.760  0.177

Results
**E_LUMO**: 0.3 eV
**DFT total energy**: -13314.437 eV
**Structure (SMILES)**: Cc1nccn1C(C#N)C#N
**Charge**: 0
**Energy relative to the best compared isomer or geometry (same formula, charge and spin)**: 38.2 kcal per mole
**Gap between HOMO and LUMO**: 0.3521 Eh
**HOMO level**: -9.24 eV

---

(3)
An isolated molecule of C7H6N4 in a non-equilibrium geometry, computed with ωB97M-V with the def2-TZVPD basis set.

Last column: Löwdin charge in e.
Element x y z (Å)
C1 1.337 2.387 -0.105  -0.262
C2 -3.143 0.188 -0.735  -0.156
C3 -1.867 -0.113 -1.139  -0.042
C4 -2.109 -0.589 1.052  -0.008
C5 1.026 1.118 0.089  0.039
C6 1.164 -0.179 0.307  -0.268
C7 2.597 -0.743 0.567  -0.035
N1 1.615 3.520 -0.254  0.156
N2 -3.191 -0.072 0.586  0.026
N3 -1.209 -0.654 0.017  -0.138
N4 0.080 -1.133 0.078  0.055
H1 -4.039 0.631 -1.166  0.105
H2 -1.294 0.191 -2.040  0.120
H3 3.014 -1.142 -0.398  0.091
H4 2.523 -1.602 1.274  0.070
H5 3.364 0.008 1.064  0.126
H6 0.132 -1.816 0.803  0.120

Results
**E_LUMO (spin up / spin down)**: 0.3 / -2.0 eV
**DFT total energy**: -13309.336 eV
**Spin multiplicity**: 3
**Charge**: 0
**Gap between HOMO and LUMO (spin up / spin down)**: 0.3496 / 0.2700 Eh
**HOMO level (spin up / spin down)**: -9.23 / -9.35 eV